a) A structure of composition C37H54Br3N5O7PRe. Source: the OMol25 dataset; level of theory: ωB97M-V/def2-TZVPD.

```
108
Properties=species:S:1:pos:R:3:lowdin_spin:R:1
Re -1.021 -0.920 -0.414 2.382
C 4.002 2.718 4.913 0.000
C 2.638 3.346 4.624 0.002
C 1.745 3.194 5.866 0.001
C 2.843 4.840 4.334 0.001
C 1.934 2.661 3.456 0.017
C 2.356 1.452 2.934 -0.002
C 1.606 0.819 1.959 0.023
Br 2.281 -0.841 1.326 0.005
C 0.413 1.332 1.439 0.005
O -0.339 0.639 0.575 0.192
C 0.039 2.627 1.883 0.016
C 0.787 3.214 2.894 -0.004
C -1.218 3.349 1.378 0.002
C -1.365 3.264 -0.147 0.001
C -2.413 2.698 2.089 0.002
C -1.191 4.842 1.734 0.000
H 4.506 3.284 5.697 0.000
H 4.641 2.732 4.028 0.000
H 3.908 1.688 5.262 0.000
H 2.208 3.678 6.728 0.000
H 1.591 2.140 6.106 0.000
H 0.768 3.652 5.701 0.000
H 3.405 5.297 5.150 0.000
H 1.896 5.373 4.249 0.000
H 3.402 4.984 3.408 0.000
H 3.267 0.977 3.267 0.000
H 0.455 4.170 3.271 -0.001
H -1.511 2.252 -0.502 0.000
H -0.476 3.668 -0.636 0.000
H -2.222 3.863 -0.462 0.000
H -2.470 1.639 1.834 0.000
H -3.346 3.194 1.808 0.000
H -2.294 2.778 3.171 0.000
H -0.237 5.295 1.461 0.000
H -1.375 5.022 2.794 0.000
H -1.974 5.359 1.177 0.000
Br -1.106 -1.157 3.258 0.004
C -0.825 -2.704 2.233 0.016
C -0.688 -3.914 2.892 -0.003
C -0.540 -5.069 2.145 0.014
C -0.561 -4.986 0.761 -0.003
C -0.706 -3.749 0.181 0.012
N -0.799 -2.609 0.899 0.005
C -0.916 -3.596 -1.315 0.011
O -0.595 -4.480 -2.066 0.021
O -1.510 -2.469 -1.614 0.052
H -0.702 -3.934 3.971 0.000
H -0.434 -6.025 2.640 0.001
H -0.486 -5.851 0.118 0.000
Br -3.872 -1.254 -3.245 0.000
C -2.812 -0.453 -4.598 0.000
C -3.275 -0.651 -5.892 0.000
C -2.585 -0.130 -6.972 0.000
C -1.432 0.611 -6.762 0.000
C -0.973 0.798 -5.474 0.000
C -1.641 0.268 -4.365 -0.001
C -0.927 0.436 -3.051 0.013
O 0.245 0.745 -3.026 0.012
O -1.634 0.253 -1.952 0.073
H -4.181 -1.220 -6.045 0.000
H -2.949 -0.313 -7.974 0.000
H -0.895 1.038 -7.598 0.000
H -0.072 1.364 -5.285 0.000
C 2.673 0.808 -1.407 0.000
N 3.125 -0.512 -1.834 0.003
C 4.233 -0.501 -2.779 0.001
P 2.225 -1.879 -1.732 0.010
O 0.879 -1.565 -1.115 0.047
N 3.148 -2.934 -0.866 0.001
C 2.676 -4.294 -0.645 0.000
C 4.294 -2.570 -0.047 0.000
N 2.050 -2.648 -3.172 0.001
C 0.938 -2.331 -4.069 0.000
C 2.953 -3.661 -3.696 0.000
H 3.438 1.271 -0.778 0.000
H 1.750 0.725 -0.842 0.000
H 2.478 1.447 -2.269 0.000
H 5.051 0.097 -2.372 0.000
H 3.936 -0.071 -3.741 0.000
H 4.606 -1.510 -2.949 0.000
H 1.831 -4.519 -1.295 0.000
H 3.475 -5.010 -0.858 0.000
H 2.371 -4.430 0.397 0.000
H 5.161 -3.170 -0.339 0.000
H 4.093 -2.757 1.012 0.000
H 4.529 -1.519 -0.173 0.000
H 0.569 -1.335 -3.863 0.000
H 0.126 -3.052 -3.963 0.000
H 1.298 -2.351 -5.099 0.000
H 3.732 -3.901 -2.979 0.000
H 3.423 -3.305 -4.617 0.000
H 2.398 -4.574 -3.929 0.000
C -6.224 0.308 1.221 0.001
N -4.947 -0.402 1.243 0.012
C -4.776 -1.407 2.288 0.001
C -3.974 -0.097 0.400 0.010
C -4.231 0.973 -0.609 0.001
O -2.879 -0.736 0.509 0.039
H -6.905 -0.198 1.898 0.000
H -6.661 0.304 0.225 0.000
H -6.108 1.341 1.550 0.001
H -5.614 -2.101 2.261 0.000
H -4.740 -0.926 3.266 0.000
H -3.850 -1.946 2.128 0.000
H -4.516 1.894 -0.103 0.000
H -5.051 0.676 -1.264 0.000
H -3.352 1.140 -1.215 0.000
```

Output
- Spin multiplicity: 4
- HOMO-LUMO gap (alpha / beta): 7.08 / 6.67 eV
- Total charge: +1

b) A structure of composition C37H54Br3N5O7PRe. Source: the OMol25 dataset; level of theory: ωB97M-V/def2-TZVPD.

```
108
Properties=species:S:1:pos:R:3:lowdin_spin:R:1
Re -0.105 0.785 0.458 2.387
C -7.182 -1.508 0.924 0.001
C -6.196 -2.673 1.104 0.001
C -6.668 -3.848 0.247 0.000
C -6.187 -3.111 2.577 0.001
C -4.791 -2.213 0.712 0.008
C -4.215 -1.120 1.336 0.000
C -2.959 -0.728 0.944 0.016
Br -2.234 0.830 1.781 0.011
C -2.184 -1.318 -0.047 0.008
O -0.973 -0.758 -0.393 0.127
C -2.737 -2.456 -0.654 0.008
C -4.024 -2.840 -0.255 -0.001
C -2.104 -3.307 -1.770 0.001
C -0.608 -3.097 -1.939 0.002
C -2.309 -4.800 -1.463 0.000
C -2.803 -2.959 -3.094 0.001
H -8.202 -1.846 1.124 0.000
H -7.143 -1.123 -0.098 0.000
H -6.965 -0.683 1.607 0.000
H -7.686 -4.116 0.536 0.000
H -6.040 -4.732 0.391 0.000
H -6.680 -3.592 -0.816 0.000
H -7.173 -3.484 2.868 0.000
H -5.933 -2.280 3.240 0.000
H -5.458 -3.910 2.737 0.000
H -4.740 -0.562 2.106 0.000
H -4.452 -3.701 -0.750 0.000
H -0.091 -3.267 -0.997 0.000
H -0.368 -2.101 -2.278 0.000
H -0.234 -3.812 -2.680 0.000
H -1.959 -5.044 -0.456 0.000
H -1.737 -5.399 -2.176 0.000
H -3.351 -5.110 -1.547 0.000
H -2.686 -1.895 -3.324 0.000
H -3.872 -3.179 -3.048 0.000
H -2.370 -3.540 -3.916 0.000
Br 3.555 4.146 0.408 0.000
C 2.249 4.297 -0.965 0.001
C 2.445 5.264 -1.941 0.000
C 1.471 5.401 -2.915 0.000
C 0.346 4.597 -2.861 0.000
C 0.259 3.663 -1.840 0.003
N 1.205 3.497 -0.913 0.006
C -1.000 2.846 -1.742 0.016
O -1.920 3.093 -2.475 0.024
O -1.099 1.878 -0.824 0.098
H 3.327 5.890 -1.924 0.000
H 1.581 6.146 -3.694 0.000
H -0.472 4.684 -3.562 0.000
Br -1.182 6.100 2.803 0.000
C 0.508 5.434 3.324 0.001
C 1.347 6.330 3.970 0.000
C 2.634 5.954 4.328 0.001
C 3.100 4.690 4.009 0.000
C 2.260 3.803 3.355 0.002
C 0.951 4.145 3.021 -0.001
C 0.074 3.065 2.445 0.013
O -1.083 2.942 2.775 0.012
O 0.701 2.258 1.607 0.106
H 0.988 7.329 4.183 0.000
H 3.272 6.660 4.846 0.000
H 4.114 4.398 4.260 0.000
H 2.605 2.812 3.097 0.000
C 2.587 -2.421 -0.488 0.000
N 2.554 -1.681 -1.752 0.002
C 3.180 -2.389 -2.864 0.000
P 2.419 -0.045 -1.806 0.012
O 1.628 0.330 -0.567 0.064
N 1.732 0.495 -3.192 0.002
C 0.281 0.312 -3.372 0.000
C 2.428 0.525 -4.484 0.001
N 3.926 0.571 -1.857 0.001
C 4.889 0.072 -0.871 0.000
C 4.374 1.753 -2.596 0.000
H 2.114 -3.392 -0.624 0.000
H 2.042 -1.877 0.280 0.000
H 3.617 -2.599 -0.154 0.000
H 2.639 -3.318 -3.052 0.000
H 4.225 -2.637 -2.647 0.000
H 3.152 -1.794 -3.773 0.000
H -0.240 0.273 -2.423 0.000
H 0.072 -0.611 -3.918 0.000
H -0.118 1.150 -3.946 0.000
H 3.490 0.325 -4.379 0.000
H 2.305 1.503 -4.951 0.000
H 2.003 -0.225 -5.156 0.000
H 4.412 -0.603 -0.163 0.000
H 5.299 0.910 -0.305 0.000
H 5.714 -0.459 -1.351 0.000
H 3.540 2.247 -3.088 0.000
H 5.115 1.475 -3.351 0.000
H 4.835 2.464 -1.914 0.000
C 3.142 0.220 2.529 0.000
N 2.280 -0.645 3.343 0.011
C 2.858 -1.117 4.613 0.001
C 1.058 -0.961 2.959 0.009
C 0.162 -1.785 3.827 0.002
O 0.580 -0.600 1.849 0.040
H 3.979 -0.358 2.134 0.000
H 3.533 1.019 3.155 0.000
H 2.593 0.656 1.706 0.000
H 3.910 -0.850 4.620 0.000
H 2.787 -2.197 4.706 0.000
H 2.375 -0.648 5.469 0.000
H 0.662 -2.291 4.643 0.000
H -0.349 -2.511 3.196 0.000
H -0.598 -1.116 4.240 0.001
```

Output
- Spin multiplicity: 4
- HOMO-LUMO gap (alpha / beta): 8.23 / 7.56 eV
- Total charge: +1

Which one sits at the bottom of the stability order? b) does.

a) A structure of composition C23H38BF3HgN2O13S. Source: the OMol25 dataset; level of theory: ωB97M-V/def2-TZVPD.

```
82
Properties=species:S:1:pos:R:3:lowdin_charge:R:1
Hg 0.720 23.655 19.626 1.329
O -1.539 19.857 26.477 0.186
C -1.262 20.910 26.016 -0.374
O -1.795 21.521 24.938 0.220
B -1.042 22.739 24.673 -0.880
O -0.029 22.872 25.735 0.235
C -0.173 21.844 26.559 -0.398
O 0.461 21.624 27.543 0.170
O -1.927 23.936 24.588 0.248
C -1.782 24.520 23.420 -0.393
O -2.419 25.441 23.025 0.177
C -0.631 23.767 22.678 -0.335
O -0.290 22.753 23.405 0.243
O -0.147 24.041 21.605 0.016
C 1.064 25.549 15.539 -0.700
F 1.385 24.811 14.509 0.181
F 2.085 26.220 16.024 0.162
F 0.127 26.393 15.164 0.173
S 0.355 24.375 16.837 0.541
O -0.212 25.034 18.043 -0.384
O -0.662 23.639 16.133 -0.269
O 1.442 23.536 17.361 -0.384
C 4.391 25.831 21.485 -0.008
C 3.512 25.557 20.255 -0.486
C 4.119 26.259 19.027 -0.115
C 5.346 25.501 18.506 -0.184
C 5.058 24.074 18.155 -0.141
C 4.387 23.279 19.269 -0.481
N 3.360 24.100 19.947 -0.102
O 2.706 23.407 21.000 -0.088
C 3.787 21.961 18.786 -0.033
C 5.498 22.862 20.292 -0.014
C 2.146 26.218 20.463 -0.047
H 4.093 26.754 21.973 0.093
H 5.448 25.838 21.227 0.074
H 4.272 25.016 22.207 0.082
H 3.379 26.203 18.223 0.109
H 4.413 27.297 19.168 0.133
H 6.155 25.496 19.247 0.106
H 5.736 26.017 17.627 0.120
H 6.007 23.598 17.899 0.127
H 4.478 24.084 17.224 0.126
H 4.384 21.473 18.012 0.101
H 3.718 21.263 19.620 0.074
H 2.814 22.041 18.300 0.052
H 6.217 22.169 19.856 0.097
H 5.918 23.715 20.819 0.073
H 5.022 22.176 21.006 0.077
H 1.426 26.114 19.648 0.061
H 2.258 27.293 20.615 0.102
H 1.673 25.896 21.397 0.080
H 3.377 23.284 21.700 0.111
C 0.763 20.510 21.051 -0.039
C -0.663 20.243 20.605 -0.493
C -1.486 19.973 21.871 -0.113
C -2.992 20.022 21.644 -0.158
C -3.440 21.342 20.980 -0.107
C -2.601 21.693 19.723 -0.484
N -1.159 21.468 19.949 -0.083
O -0.436 21.729 18.743 -0.101
C -3.180 20.865 18.562 -0.027
C -2.829 23.195 19.417 -0.013
C -0.657 19.011 19.680 -0.013
H 1.199 19.708 21.648 0.106
H 0.920 21.416 21.647 0.062
H 1.469 20.745 20.242 0.061
H -1.269 18.990 22.299 0.133
H -1.099 20.628 22.653 0.098
H -3.604 19.791 22.520 0.119
H -3.370 19.186 21.039 0.107
H -3.395 22.107 21.755 0.123
H -4.447 21.120 20.629 0.121
H -3.353 19.810 18.790 0.071
H -4.161 21.252 18.291 0.096
H -2.525 20.798 17.690 0.085
H -2.247 23.814 20.096 0.067
H -2.680 23.465 18.371 0.080
H -3.907 23.327 19.537 0.093
H -1.616 18.801 19.212 0.070
H -0.344 18.105 20.197 0.096
H 0.094 19.140 18.893 0.085
H -0.607 20.940 18.195 0.101
```

Output
- HOMO-LUMO gap: 8.22 eV
- Total charge: 0

b) A structure of composition C23H38BF3HgN2O13S. Source: the OMol25 dataset; level of theory: ωB97M-V/def2-TZVPD.

```
82
Properties=species:S:1:pos:R:3:lowdin_charge:R:1
Hg -3.386 12.451 -33.917 0.594
O 2.124 2.936 -31.081 0.156
C 1.003 3.298 -31.321 -0.343
O 0.558 3.894 -32.422 0.247
B -0.756 4.421 -32.268 -0.873
O -1.117 4.004 -30.899 0.270
C -0.206 3.390 -30.313 -0.421
O -0.176 3.046 -29.136 0.124
O -1.634 4.065 -33.412 0.241
C -2.083 5.210 -33.944 -0.327
O -2.914 5.340 -34.839 0.134
C -1.385 6.387 -33.185 -0.400
O -0.687 5.896 -32.249 0.274
O -1.646 7.553 -33.471 0.116
C -7.151 17.430 -36.025 -0.497
F -7.392 17.838 -37.375 0.057
F -7.010 18.577 -35.273 0.091
F -8.222 16.784 -35.558 0.138
S -5.489 16.388 -35.895 0.578
O -5.764 14.944 -36.208 -0.280
O -4.462 17.070 -36.699 -0.266
O -5.114 16.249 -34.462 -0.283
C -7.665 11.242 -29.377 -0.018
C -7.150 12.141 -30.502 -0.419
C -8.180 13.300 -30.739 -0.139
C -8.127 14.350 -29.633 -0.202
C -6.749 14.966 -29.520 -0.117
C -5.590 13.832 -29.167 -0.430
N -5.784 12.791 -30.221 -0.039
O -4.745 11.927 -30.116 -0.020
C -4.372 14.757 -29.318 -0.060
C -5.607 13.333 -27.706 0.001
C -7.083 11.433 -31.896 -0.035
H -6.873 10.570 -29.046 0.086
H -8.526 10.590 -29.526 0.097
H -7.989 11.822 -28.513 0.067
H -8.025 13.845 -31.670 0.119
H -9.212 12.956 -30.809 0.125
H -8.371 13.910 -28.666 0.096
H -8.899 15.088 -29.850 0.117
H -6.783 15.612 -28.643 0.109
H -6.524 15.737 -30.256 0.117
H -3.486 14.134 -29.197 0.083
H -4.243 15.227 -30.294 0.080
H -4.406 15.682 -28.742 0.093
H -5.084 12.381 -27.614 0.084
H -5.340 14.129 -27.011 0.100
H -6.671 13.168 -27.537 0.064
H -6.225 10.765 -31.970 0.066
H -6.946 12.044 -32.788 0.071
H -7.941 10.771 -32.019 0.089
H -4.792 11.524 -29.246 0.087
C 1.845 12.204 -33.281 -0.032
C 2.254 12.527 -34.771 -0.399
C 3.094 11.205 -35.199 -0.111
C 3.161 11.051 -36.738 -0.169
C 1.704 10.981 -37.310 -0.135
C 0.980 12.311 -37.050 -0.449
N 0.961 12.609 -35.588 -0.082
O 0.319 13.640 -35.224 0.028
C 1.650 13.379 -37.977 -0.015
C -0.433 12.056 -37.743 -0.018
C 3.133 13.794 -34.763 -0.019
H 2.770 12.072 -32.719 0.086
H 1.336 11.256 -33.109 0.083
H 1.200 12.957 -32.827 0.077
H 4.094 11.352 -34.791 0.114
H 2.726 10.250 -34.823 0.119
H 3.556 10.037 -36.811 0.109
H 3.836 11.767 -37.207 0.107
H 1.129 10.194 -36.822 0.127
H 1.901 10.815 -38.369 0.123
H 1.907 13.167 -39.015 0.105
H 1.088 14.301 -37.822 0.087
H 2.613 13.554 -37.497 0.048
H -0.943 13.019 -37.723 0.076
H -0.327 11.869 -38.812 0.088
H -0.945 11.224 -37.258 0.084
H 4.029 13.762 -34.142 0.100
H 2.651 14.732 -34.488 0.088
H 3.463 13.882 -35.798 0.069
H 0.941 14.346 -35.415 0.111
```

Output
- HOMO-LUMO gap: 1.33 eV
- Total charge: 0

Which one sits at the bottom of the stability order? b) does.

a) An isolated molecule of C3H8NOP. Source: the OMol25 dataset; level of theory: ωB97M-V/def2-TZVPD.

```
14
Properties=species:S:1:pos:R:3:nbo_charge:R:1
C -1.087 0.201 -1.642 -0.568
C 1.030 1.453 0.396 -0.447
C -0.976 -1.598 0.678 -1.045
N -0.419 1.403 0.288 -0.640
O -2.762 0.493 0.567 -1.078
P -1.424 0.126 0.133 1.985
H -0.042 -0.015 -1.934 0.193
H -1.582 1.029 -2.020 0.208
H 1.311 0.832 1.176 0.202
H 1.443 0.967 -0.456 0.203
H 1.318 2.450 0.453 0.211
H -1.459 -1.804 1.657 0.269
H -1.644 -2.362 0.198 0.269
H 0.158 -1.829 0.526 0.238
```

Output
- HOMO-LUMO gap (alpha / beta): 9.03 / 8.73 eV
- Total charge: 0

b) A structure of composition C3H8NOP. Source: the OMol25 dataset; level of theory: ωB97M-V/def2-TZVPD.

```
14
Properties=species:S:1:pos:R:3:nbo_charge:R:1
C 0.205 -0.507 0.212 0.146
C 1.036 -1.421 -0.680 -0.655
C 0.848 0.865 0.378 -0.668
N -2.192 1.014 0.031 -1.141
O -0.321 -1.066 1.302 -0.678
P -1.657 -0.452 -0.458 0.902
H 0.477 -2.328 -0.900 0.218
H 1.944 -1.703 -0.150 0.217
H 1.306 -0.919 -1.606 0.207
H 1.883 0.727 0.687 0.224
H 0.345 1.432 1.158 0.214
H 0.842 1.419 -0.559 0.207
H -3.120 1.124 0.415 0.406
H -1.595 1.815 0.170 0.401
```

Output
- HOMO-LUMO gap: 8.48 eV
- Total charge: 0

Which one sits at the bottom of the stability order? a) does.